# 1
DFT (the ωB97M-V functional and the def2-TZVPD basis) results for a molecular structure, C3H7ClN.

The geometry in ORCA input format:
```
! RIJCOSX wB97M-V def2-TZVPD def2/J DEFGRID3
* xyz 1 1
C -0.353 -0.770 -1.113
C 0.987 -0.161 0.841
C -1.424 -0.656 0.923
N -0.127 -0.577 0.301
Cl 0.157 -2.005 -1.945
H 1.326 1.129 -2.868
H 2.026 -0.164 0.421
H 0.771 -0.124 1.892
H 1.777 1.492 -3.446
H -2.065 -1.264 0.344
H -1.909 0.310 1.058
H -1.336 -0.983 1.910
*
```

The calculation puts the LUMO energy at -6.19 eV. For the total energy, the calculation gives -632.9759 a.u. The calculation puts the frontier orbital gap at 0.291 Eh. Its energy above the lowest of the compared OMol25 structures with the same formula, charge and spin is 127.6 kcal per mole. For the molar mass, the calculation gives 92.5 g mol⁻¹.

=====

# 2
DFT (the ωB97M-V functional and the def2-TZVPD basis) results for 2 unconnected molecules or ions with the total composition C3H7ClN2O.

The geometry in ORCA input format:
```
! RIJCOSX wB97M-V def2-TZVPD def2/J DEFGRID3
* xyz 0 1
C -1.722 -1.087 -0.414
C 0.859 1.313 -0.351
C 1.062 -0.859 0.581
N -1.012 -0.039 0.020
N 0.277 0.029 0.056
O -2.852 -1.308 -0.057
Cl -5.275 0.239 0.092
H -1.467 -1.809 -1.166
H 0.437 2.224 0.045
H 1.930 1.269 -0.092
H 0.588 1.451 -1.395
H 0.603 -1.756 0.990
H -4.104 -0.313 0.440
H 2.125 -0.686 0.738
*
```

The calculation puts the LUMO energy at -0.33 eV. For the total energy, the calculation gives -763.3525 a.u. The calculation puts the frontier orbital gap at 0.332 Eh. Its energy above the lowest of the compared OMol25 structures with the same formula, charge and spin is 53.2 kcal per mole. For the molar mass, the calculation gives 122.6 g mol⁻¹.

=====

# 3
DFT (the ωB97M-V functional and the def2-TZVPD basis) results for a single C3H7ClN2O2 molecule.

The geometry in ORCA input format:
```
! RIJCOSX wB97M-V def2-TZVPD def2/J DEFGRID3
* xyz 0 1
C 0.359 -1.868 0.234
N -0.346 -0.870 -0.479
O -1.654 -1.268 -0.736
C -0.194 0.479 -0.263
C 1.149 0.887 0.308
Cl 2.565 0.409 -0.655
N -1.210 1.249 -0.487
O -0.954 2.539 -0.100
H 0.227 -1.732 1.277
H 0.013 -2.863 -0.033
H 1.439 -1.808 0.050
H -2.166 -0.553 -0.316
H 1.132 1.962 0.424
H 1.315 0.431 1.285
H -1.674 3.006 -0.510
*
```

Its SMILES is CN(O)/C(CCl)=N/O. The calculation puts the LUMO energy at 0.76 eV. For the total energy, the calculation gives -838.5705 a.u. The calculation puts the frontier orbital gap at 0.335 Eh. Its energy above the lowest of the compared OMol25 structures with the same formula, charge and spin is 58.3 kcal per mole. For the molar mass, the calculation gives 138.6 g mol⁻¹.

=====

# 4
DFT (the ωB97M-V functional and the def2-TZVPD basis) results for 2 unconnected molecules or ions with the total composition C3H7ClN2S.

The geometry in ORCA input format:
```
! RIJCOSX wB97M-V def2-TZVPD def2/J DEFGRID3
* xyz 0 1
C 0.151 -0.241 0.669
C -1.219 -2.072 1.080
C 0.781 2.196 -0.904
N -0.535 -1.186 0.169
N 0.546 1.014 -1.529
S 0.976 0.469 1.765
Cl 1.810 0.192 -2.415
H -0.467 -2.573 1.695
H -1.882 -1.628 1.789
H -1.688 -2.855 0.634
H -0.233 2.420 -0.755
H 1.242 2.205 0.131
H 1.486 2.940 -1.510
H -0.968 -0.881 -0.818
*
```

The calculation puts the LUMO energy (spin up / spin down) at 0.05 / -0.31 eV. For the total energy, the calculation gives -1086.2139 a.u. The calculation puts the frontier orbital gap (spin up / spin down) at 0.306 / 0.247 Eh. Its energy above the lowest of the compared OMol25 structures with the same formula, charge and spin is 109.6 kcal per mole. For the molar mass, the calculation gives 138.6 g mol⁻¹.

=====

# 5
DFT (the ωB97M-V functional and the def2-TZVPD basis) results for 2 unconnected molecules or ions with the total composition C3H7ClN3.

The geometry in ORCA input format:
```
! RIJCOSX wB97M-V def2-TZVPD def2/J DEFGRID3
* xyz 1 1
C 1.871 -0.284 -0.372
C -0.874 0.255 0.388
C 0.234 0.981 0.895
N 1.335 -1.304 -0.774
N -1.295 0.766 -0.832
N -1.389 -0.936 0.766
Cl 3.166 0.591 -0.092
H 0.609 1.754 0.316
H 0.714 0.912 1.868
H 1.777 -1.990 -1.479
H -1.176 1.744 -0.896
H -2.037 0.282 -1.375
H -0.711 -1.543 1.272
H -2.224 -1.230 0.316
*
```

The calculation puts the LUMO energy (spin up / spin down) at -5.03 / -5.03 eV. For the total energy, the calculation gives -742.6259 a.u. The calculation puts the frontier orbital gap (spin up / spin down) at 0.288 / 0.287 Eh. Its energy above the lowest of the compared OMol25 structures with the same formula, charge and spin is 66.0 kcal per mole. For the molar mass, the calculation gives 120.6 g mol⁻¹.

=====

# 6
DFT (the ωB97M-V functional and the def2-TZVPD basis) results for a gas-phase ion, C3H7ClN3O (charge +1).

The geometry in ORCA input format:
```
! RIJCOSX wB97M-V def2-TZVPD def2/J DEFGRID3
* xyz 1 1
N -0.462 1.258 -0.829
C -0.359 0.259 0.006
N 0.571 -0.362 0.517
N 1.916 0.299 0.524
C -2.010 -0.470 0.471
Cl -3.165 0.820 0.297
C -2.391 -1.686 -0.355
O -1.656 -2.540 -0.741
H -1.310 1.313 -1.326
H 0.282 1.876 -1.066
H 2.551 -0.370 1.018
H 2.450 0.387 -0.376
H 2.028 1.144 1.348
H -1.829 -0.738 1.547
H -3.520 -1.774 -0.597
*
```

Its SMILES is N/C(=N\[NH3+])[C@@H](Cl)C=O. The calculation puts the LUMO energy at -4.34 eV. For the total energy, the calculation gives -817.8435 a.u. The calculation puts the frontier orbital gap at 0.342 Eh. Its energy above the lowest of the compared OMol25 structures with the same formula, charge and spin is 74.7 kcal per mole. For the molar mass, the calculation gives 136.6 g mol⁻¹.

=====

# 7
DFT (the ωB97M-V functional and the def2-TZVPD basis) results for 2 unconnected molecules or ions with the total composition C3H7ClNO.

The geometry in ORCA input format:
```
! RIJCOSX wB97M-V def2-TZVPD def2/J DEFGRID3
* xyz -1 1
Cl 3.312 1.398 20.926
C 3.033 4.642 26.193
C 3.626 3.714 25.122
O 4.892 3.548 25.101
N 2.918 3.089 24.153
C 1.567 3.380 23.779
H 1.993 4.942 26.065
H 3.673 5.523 26.158
H 3.096 4.284 27.220
H 3.515 2.663 23.459
H 1.174 2.420 23.445
H 1.433 4.233 23.113
H 1.068 3.517 24.739
*
```

The calculation puts the LUMO energy at 3.36 eV. For the total energy, the calculation gives -708.7786 a.u. The calculation puts the frontier orbital gap at 0.267 Eh. Its energy above the lowest of the compared OMol25 structures with the same formula, charge and spin is 21.5 kcal per mole. For the molar mass, the calculation gives 108.5 g mol⁻¹.

=====

# 8
DFT (the ωB97M-V functional and the def2-TZVPD basis) results for a molecular structure, C3H7ClNO2S.

The geometry in ORCA input format:
```
! RIJCOSX wB97M-V def2-TZVPD def2/J DEFGRID3
* xyz -1 3
C 1.005 -0.332 -1.241
C 1.411 0.034 1.216
C 0.700 0.425 -0.008
N -1.513 -0.607 0.407
O -2.513 1.470 1.189
O -2.732 0.880 -1.194
S -2.768 0.373 0.214
Cl -1.508 -1.994 -0.519
H 0.676 -1.319 -1.292
H 0.359 0.134 -2.017
H 2.025 -0.255 -1.621
H 2.368 0.603 1.525
H 1.653 -0.951 1.228
H 0.819 0.348 2.152
H 0.018 1.192 -0.039
*
```

Its expectation value of S² is 2.013. The calculation puts the LUMO energy (spin up / spin down) at 3.59 / 2.53 eV. For the total energy, the calculation gives -1181.9938 a.u. The calculation puts the frontier orbital gap (spin up / spin down) at 0.235 / 0.249 Eh. Its energy above the lowest of the compared OMol25 structures with the same formula, charge and spin is 26.0 kcal per mole. For the molar mass, the calculation gives 156.6 g mol⁻¹.